Entry from the Open Molecules 2025 dataset: a molecular structure, C5H11ClF3HgO3PmS (wB97M-V/def2-TZVPD).

Output
E = -2342.5404 Ha
ΔE to the lowest compared entry with this formula, charge and spin = 0.543 eV
HOMO (spin up / spin down) = 0.977 / 0.979 eV
2S+1 = 5
orbital gap (spin up / spin down) = 0.148 / 0.148 hartree
net charge = -2
strongest force on any atom = 0.0604 Eh/bohr

```
26
Properties=species:S:1:pos:R:3:forces:R:3:lowdin_spin:R:1
Pm 0.317 -1.687 -1.997 1.80 -2.09 1.43 4.0583
Cl -1.603 -3.154 -1.119 -1.29 -0.73 -0.06 -0.0072
C 1.560 -3.397 -0.267 -0.46 -1.87 -1.01 -0.0111
C 1.697 -2.607 -3.839 0.30 -0.12 -0.48 -0.0111
H 2.180 -3.419 -1.193 -0.03 -0.26 0.44 0.0005
H 2.218 -3.438 0.613 -0.19 0.20 -0.15 -0.0018
H 0.863 -4.249 -0.272 0.41 -0.44 -0.01 -0.0003
H 2.495 -3.241 -3.429 -0.04 0.06 -0.04 0.0001
H 2.179 -1.828 -4.452 0.02 -0.07 -0.15 -0.0006
H 1.094 -3.245 -4.506 0.07 0.05 -0.10 -0.0001
Hg -0.101 -1.671 1.167 1.54 0.64 0.04 0.0005
C -1.417 -2.068 2.760 -0.05 -0.25 -0.23 -0.0003
C 1.483 -0.933 -0.120 0.19 2.32 0.48 -0.0208
H -1.322 -3.132 2.991 -0.30 0.07 0.25 0.0000
H -1.139 -1.444 3.612 -0.12 -0.11 0.07 0.0000
H -2.415 -1.818 2.397 -0.09 -0.15 0.26 0.0000
H 1.594 0.169 0.018 0.01 0.17 -0.03 -0.0019
H 2.453 -1.369 0.166 -0.43 0.17 0.11 -0.0006
F -1.941 3.176 -0.602 0.51 -0.14 -0.14 0.0000
C -0.970 2.406 -1.138 0.63 -0.50 0.33 -0.0001
F -0.410 3.074 -2.168 -0.37 -0.06 0.38 0.0000
F 0.001 2.206 -0.210 -1.05 0.38 -0.80 -0.0001
S -1.702 0.772 -1.695 1.34 -1.52 0.63 -0.0001
O -1.740 -0.040 -0.476 -0.53 1.53 -1.41 0.0003
O -2.921 1.101 -2.372 -0.09 0.30 0.10 -0.0002
O -0.634 0.236 -2.614 -1.76 2.44 0.09 -0.0036
```
Positions in Å, forces in eV/Å.

---

Entry from the Open Molecules 2025 dataset: a single C5H11ClFN molecule (wB97M-V/def2-TZVPD).

Output
E = -811.8292 Ha
ΔE to the lowest compared entry with this formula, charge and spin = 2.535 eV
HOMO = -9.218 eV
orbital gap = 0.374 hartree
strongest force on any atom = 0.0670 Eh/bohr

```
19
Properties=species:S:1:pos:R:3:forces:R:3:mulliken_charge:R:1
C 0.334 -0.853 1.183 -0.74 -2.66 0.51 -1.2178
C 0.702 -0.076 -0.059 2.20 -1.63 -0.29 0.6861
F 0.585 -1.004 -1.068 -0.52 0.42 -0.46 -0.2690
Cl 2.610 0.180 -0.032 -1.47 0.29 0.03 -0.2427
C -0.074 1.196 -0.218 -0.57 1.98 -1.29 -0.6890
C -1.403 1.076 0.525 -2.06 1.04 2.56 -0.9323
C -2.504 0.454 -0.338 -1.13 0.46 -3.03 -0.1157
N -2.698 -0.948 0.004 2.07 0.68 0.93 -0.5750
H 0.349 -0.363 2.142 0.43 0.72 0.07 0.3614
H -0.824 -1.008 1.034 3.16 -0.85 0.88 0.2587
H 0.976 -1.845 1.364 -1.56 2.16 -1.02 0.2972
H 0.598 1.885 0.228 0.30 0.87 1.21 0.4017
H -0.237 1.868 -1.230 0.51 -2.78 1.77 0.3651
H -1.361 0.396 1.518 -0.24 2.53 -2.24 0.4370
H -1.780 2.108 0.854 0.80 -1.30 -0.42 0.2689
H -2.065 0.599 -1.422 -1.05 -0.41 1.45 0.2071
H -3.579 0.935 -0.436 2.27 -0.46 0.84 0.3812
H -3.436 -1.395 -0.502 0.30 -0.56 -0.46 0.2420
H -1.718 -1.352 0.027 -2.71 -0.49 -1.03 0.1352
```
Positions in Å, forces in eV/Å.

---

Entry from the Open Molecules 2025 dataset: 2 unconnected molecules or ions with the total composition C5H11ClN2O (wB97M-V/def2-TZVPD).

Output
E = -841.8605 Ha
ΔE to the lowest compared entry with this formula, charge and spin = 3.059 eV
HOMO (spin up / spin down) = -7.201 / -8.224 eV
orbital gap (spin up / spin down) = 0.291 / 0.323 hartree
strongest force on any atom = 0.0844 Eh/bohr

```
20
Properties=species:S:1:pos:R:3:forces:R:3:mulliken_charge:R:1
C -0.513 1.612 -1.514 1.18 1.63 1.49 -0.5977
C 0.244 0.429 -0.896 2.44 0.63 -1.57 1.2111
C 1.083 -0.506 -1.803 -4.07 -0.18 -0.65 -1.2546
C 0.109 1.037 1.610 0.15 0.97 -0.69 -1.3818
C 0.835 0.583 0.411 -0.06 -0.24 1.32 0.0891
N -0.973 -2.388 1.350 -0.19 0.50 -1.47 -0.3619
N 0.354 -2.078 1.026 -2.32 -0.31 0.33 -0.3279
O -1.105 0.440 -1.050 -2.38 -1.18 -0.53 -0.4946
Cl 2.530 0.824 0.524 0.31 -0.02 -0.06 -0.2073
H -0.801 2.501 -0.882 0.60 -0.95 -0.59 0.2352
H -0.263 1.895 -2.535 -0.76 -0.79 -0.27 0.2739
H 0.963 -1.548 -1.410 -0.46 0.69 -1.05 0.2955
H 2.036 -0.316 -1.603 4.17 0.97 0.73 0.4441
H 0.960 -0.239 -2.890 -0.38 -0.98 1.01 0.3195
H 0.299 2.116 1.762 0.05 -0.33 0.30 0.3691
H -0.934 0.950 1.405 -0.96 -0.26 0.11 0.3385
H 0.392 0.469 2.477 0.09 -0.06 0.54 0.3442
H -1.614 -2.354 0.530 1.07 -0.22 0.67 0.2564
H -1.484 -1.968 2.136 0.94 0.00 -0.10 0.2433
H 0.736 -1.840 1.927 0.60 0.15 0.48 0.2058
```
Positions in Å, forces in eV/Å.

---

Entry from the Open Molecules 2025 dataset: 2 unconnected molecules or ions with the total composition C5H11ClO2 (wB97M-V/def2-TZVPD).

Output
E = -807.7291 Ha
ΔE to the lowest compared entry with this formula, charge and spin = 1.236 eV
HOMO = -10.381 eV
orbital gap = 0.408 hartree
strongest force on any atom = 0.1043 Eh/bohr

```
19
Properties=species:S:1:pos:R:3:forces:R:3:mulliken_charge:R:1
C 1.401 0.848 -1.610 -3.03 -3.14 -3.11 -1.5556
C 1.409 0.516 -0.198 -0.60 0.77 1.55 0.7647
C 0.498 1.549 0.539 -0.70 -2.61 0.01 -1.3803
C 0.909 -0.874 0.162 0.49 1.12 -0.14 0.3078
O 0.896 -1.301 1.261 0.03 -0.48 0.24 -0.5039
Cl 0.406 -1.823 -1.230 -0.40 -1.10 -0.26 -0.2074
H 1.879 1.653 -1.995 1.89 2.78 -0.26 0.4480
H 0.324 1.009 -1.951 1.12 -0.21 0.47 0.2905
H 1.714 -0.003 -2.263 0.09 0.63 0.54 0.3731
H 2.419 0.490 0.207 0.12 0.33 0.24 0.2760
H -0.563 1.461 0.229 0.87 0.77 -0.63 0.3003
H 0.381 1.206 1.519 0.02 -0.83 1.96 0.4246
H 0.949 2.465 0.721 0.56 2.07 -0.70 0.4305
C -2.176 -1.352 1.064 0.11 2.24 2.18 -0.5449
O -2.064 -0.283 0.063 -1.20 1.04 4.64 -0.4243
H -1.197 -1.603 1.475 0.01 -0.19 -0.42 0.2151
H -2.625 -2.216 0.632 -0.65 -0.57 -0.07 0.3090
H -2.695 -0.952 2.019 0.19 -0.62 -1.96 0.2292
H -1.865 -0.791 -0.643 1.08 -2.00 -4.28 0.2476
```
Positions in Å, forces in eV/Å.

---

Entry from the Open Molecules 2025 dataset: a single C5H11F molecule (wB97M-V/def2-TZVPD).

Output
E = -296.9453 Ha
ΔE to the lowest compared entry with this formula, charge and spin = 0.718 eV
HOMO = -11.288 eV
orbital gap = 0.446 hartree
strongest force on any atom = 0.0723 Eh/bohr

```
17
Properties=species:S:1:pos:R:3:forces:R:3:mulliken_charge:R:1
C 0.597 1.558 -0.090 -1.07 -0.24 -0.56 -1.5249
C -0.054 0.146 0.301 0.24 3.11 1.98 1.6753
C -1.613 0.143 0.272 -0.76 -0.36 0.00 -1.5224
C 0.439 -0.103 1.753 1.72 -3.19 -0.84 -1.5150
C 0.462 -0.976 -0.475 0.36 0.19 -1.48 -0.8750
F 0.203 -0.792 -1.854 0.53 -0.18 0.59 -0.3342
H 0.137 2.346 0.525 0.23 -0.30 0.16 0.4002
H 1.698 1.586 0.069 -0.77 -0.22 -0.16 0.3457
H 0.343 1.890 -1.128 0.40 -0.63 0.62 0.3445
H -2.010 0.721 -0.546 0.13 -0.01 -0.85 0.3888
H -2.118 -0.884 0.203 1.08 1.24 0.16 0.2870
H -2.108 0.667 1.101 0.62 -0.27 0.36 0.3704
H 0.182 -1.179 2.042 -0.26 1.40 0.02 0.3372
H 1.575 -0.212 1.754 -1.22 0.66 -0.03 0.3686
H 0.155 0.584 2.512 -0.50 0.60 0.38 0.4003
H -0.159 -1.741 -0.149 -0.82 -2.18 0.18 0.4738
H 1.498 -1.254 -0.270 0.09 0.38 -0.51 0.3797
```
Positions in Å, forces in eV/Å.

---

Entry from the Open Molecules 2025 dataset: a single C5H11F2N molecule (wB97M-V/def2-TZVPD).

Output
E = -451.5881 Ha
ΔE to the lowest compared entry with this formula, charge and spin = 0.676 eV
HOMO = -9.008 eV
orbital gap = 0.366 hartree
strongest force on any atom = 0.0390 Eh/bohr

```
19
Properties=species:S:1:pos:R:3:forces:R:3:mulliken_charge:R:1
C -0.863 -1.781 -0.776 0.90 -0.66 -0.37 -0.8357
N -0.250 -0.473 -1.099 -1.07 -0.53 0.42 -0.4186
C 0.096 0.378 -0.011 0.12 0.50 1.94 1.2344
C -1.044 0.611 0.972 -0.85 0.70 0.66 -1.8197
C 0.551 1.720 -0.583 -1.10 -1.17 -1.02 -1.6435
C 1.293 -0.175 0.821 -0.32 -0.51 -0.37 0.0495
F 2.254 -0.567 -0.089 0.17 0.36 0.56 -0.3096
F 0.956 -1.342 1.490 0.15 0.72 -0.02 -0.2757
H -1.814 -1.670 -0.242 0.30 0.21 -0.14 0.2773
H -0.197 -2.476 -0.174 -0.75 0.75 -0.69 0.2416
H -1.090 -2.261 -1.748 0.09 0.11 0.56 0.3580
H 0.585 -0.548 -1.641 0.31 -0.60 -0.67 0.3389
H -1.335 -0.273 1.552 0.04 0.11 -0.35 0.4426
H -0.772 1.376 1.716 0.34 -0.31 -0.11 0.4324
H -1.948 1.078 0.528 0.49 -0.62 -0.26 0.3695
H 0.793 2.418 0.212 0.05 0.31 -0.29 0.3865
H 1.378 1.458 -1.238 0.44 0.63 0.00 0.3847
H -0.302 1.984 -1.256 0.76 0.52 0.72 0.4001
H 1.710 0.542 1.565 -0.08 -0.54 -0.57 0.3872
```
Positions in Å, forces in eV/Å.

---

Entry from the Open Molecules 2025 dataset: a molecular structure, C5H11F6N6O7RhS (wB97M-V/def2-TZVPD).

Output
E = -2160.2817 Ha
ΔE to the lowest compared entry with this formula, charge and spin = 0.000 eV
HOMO = -9.645 eV
orbital gap = 0.327 hartree
strongest force on any atom = 0.0038 Eh/bohr

```
37
Properties=species:S:1:pos:R:3:forces:R:3:mulliken_charge:R:1
Rh 0.103 -0.592 -0.450 0.10 -0.04 0.06 0.7637
N -1.648 0.095 0.412 0.01 0.07 0.00 -0.5028
N -1.703 -0.334 1.749 0.03 -0.19 -0.01 -0.2534
C -0.613 -0.857 2.343 -0.09 0.07 0.01 0.9609
N -0.724 -1.187 3.627 0.05 0.02 -0.01 -0.4018
N 0.464 -1.008 1.561 -0.05 0.01 -0.12 -0.0211
N 1.674 -1.407 2.100 -0.05 0.07 0.02 0.9505
O 1.792 -1.551 3.310 0.02 -0.03 -0.02 -0.7985
O 2.558 -1.587 1.303 0.01 -0.02 -0.03 -0.6420
H -1.721 1.108 0.376 -0.02 0.01 0.01 0.3123
H -2.385 -0.350 -0.176 0.00 0.04 0.04 0.5945
H -2.609 -0.437 2.176 0.01 0.03 0.01 0.2340
H -1.517 -0.864 4.154 0.00 0.00 0.00 0.1930
H 0.127 -1.458 4.099 -0.03 -0.02 0.02 0.2142
O -2.929 -1.074 -1.720 -0.02 -0.02 -0.02 -0.7923
S -1.636 -1.600 -2.138 0.06 -0.08 0.05 1.2469
O -0.649 -0.415 -2.310 0.00 -0.02 0.01 -0.5921
O -0.967 -2.241 -0.893 -0.07 -0.02 -0.02 -0.5634
O -1.626 -2.474 -3.262 -0.03 0.05 -0.02 -0.6312
N 1.728 -1.392 -1.390 0.01 0.03 0.01 -0.4785
H 1.497 -1.425 -2.380 0.02 -0.01 0.00 0.2977
H 1.990 -2.314 -1.064 -0.01 0.00 0.00 0.3044
H 2.488 -0.736 -1.227 0.01 0.01 0.00 0.2885
C 2.708 2.930 -0.207 0.01 0.03 0.00 -2.0866
C 1.328 2.295 0.001 -0.03 0.01 -0.02 1.2398
O 1.394 0.979 -0.339 0.04 -0.01 0.04 -0.5292
C 0.966 2.474 1.496 0.01 -0.02 0.01 0.5147
F 1.762 1.706 2.256 -0.01 0.01 -0.01 -0.2756
F 1.087 3.731 1.935 0.00 0.01 0.00 -0.2807
F -0.307 2.091 1.785 0.01 0.01 0.00 -0.3005
C 0.319 3.057 -0.892 -0.02 0.00 0.00 0.5522
F 0.224 4.360 -0.581 0.01 0.00 0.01 -0.2756
F -0.937 2.554 -0.810 0.00 0.00 0.00 -0.2862
F 0.682 2.969 -2.170 0.01 0.00 -0.02 -0.2626
H 3.419 2.430 0.447 0.00 -0.01 0.00 0.4388
H 2.708 3.998 0.002 0.01 0.00 0.00 0.4064
H 3.003 2.759 -1.240 0.00 0.00 0.00 0.4613
```
Positions in Å, forces in eV/Å.

---

Entry from the Open Molecules 2025 dataset: 2 unconnected molecules or ions with the total composition C5H11FSi (wB97M-V/def2-TZVPD).

Output
E = -586.3733 Ha
ΔE to the lowest compared entry with this formula, charge and spin = 3.091 eV
HOMO (spin up / spin down) = -8.877 / -7.500 eV
orbital gap (spin up / spin down) = 0.306 / 0.274 hartree
strongest force on any atom = 0.0166 Eh/bohr

```
18
Properties=species:S:1:pos:R:3:forces:R:3:mulliken_charge:R:1
C -2.055 -0.062 2.130 -0.42 -0.70 -0.25 -0.1186
C -1.407 0.990 2.516 0.06 0.12 -0.01 -0.4052
C -1.459 -1.416 1.788 0.04 0.42 0.17 -0.8685
C 2.828 0.271 -2.000 -0.48 0.03 0.13 -0.9638
C -0.244 1.057 -1.266 0.45 -0.17 -0.17 -0.9067
F 0.801 -1.554 -1.374 0.08 0.33 0.12 -0.2954
Si 1.270 -0.041 -0.963 -0.08 -0.27 -0.15 0.3462
H -3.136 -0.033 2.036 -0.16 0.16 0.04 0.2763
H -0.380 1.229 2.686 0.39 0.23 0.12 0.3221
H -1.818 -2.157 2.501 0.02 -0.08 -0.01 0.3351
H -0.374 -1.377 1.823 0.09 -0.10 -0.01 0.2201
H -1.773 -1.720 0.792 0.00 -0.06 -0.09 0.2502
H 3.063 1.329 -2.057 0.01 0.21 0.03 0.3255
H 3.695 -0.243 -1.596 0.01 -0.09 0.14 0.2608
H 2.669 -0.099 -3.013 -0.09 -0.03 -0.11 0.2978
H -1.149 0.542 -0.952 -0.01 -0.12 0.10 0.2387
H -0.192 1.994 -0.722 0.08 0.13 0.11 0.3499
H -0.337 1.289 -2.327 0.00 0.00 -0.15 0.3356
```
Positions in Å, forces in eV/Å.

---

Entry from the Open Molecules 2025 dataset: 2 unconnected molecules or ions with the total composition C5H11IN (wB97M-V/def2-TZVPD).

Output
E = -549.1666 Ha
ΔE to the lowest compared entry with this formula, charge and spin = 3.697 eV
HOMO = -13.862 eV
orbital gap = 0.287 hartree
net charge = +1
strongest force on any atom = 0.0741 Eh/bohr

```
18
Properties=species:S:1:pos:R:3:forces:R:3:mulliken_charge:R:1
C 1.412 0.453 0.363 2.85 -0.47 -0.75 -0.7741
C 1.304 0.967 -1.017 -0.13 -2.38 -0.62 -0.4088
C -0.001 0.626 -0.070 -1.24 1.45 0.60 1.0781
C -0.324 -1.749 -1.008 0.74 1.07 3.58 -1.3172
C -0.807 -0.482 -0.399 -0.64 -0.15 -0.91 0.0009
N -0.588 1.864 0.290 0.48 -0.08 1.27 -0.5739
I -2.865 -0.392 -0.126 0.66 0.02 -0.08 0.3276
H 1.677 -0.575 0.408 0.16 -0.86 -0.07 0.1872
H 2.034 0.925 1.168 -1.64 0.51 -0.67 0.3115
H 1.347 1.997 -1.215 -0.13 1.18 0.12 0.3465
H 1.363 0.360 -1.960 0.24 0.22 1.41 0.2127
H 0.702 -1.819 -0.612 -0.34 -0.94 0.02 0.2731
H -0.181 -1.753 -2.012 0.08 0.53 -3.36 0.3853
H -1.007 -2.540 -0.779 0.05 -0.67 0.35 0.4816
H -1.044 -0.557 2.748 -0.61 2.12 -0.68 -0.2176
H -0.860 -1.187 2.956 0.64 -2.12 0.70 0.2176
H -1.513 1.851 -0.038 -1.43 0.64 -0.59 0.1863
H -0.650 2.013 1.302 0.26 -0.07 -0.31 0.2833
```
Positions in Å, forces in eV/Å.

---

Entry from the Open Molecules 2025 dataset: 2 unconnected molecules or ions with the total composition C5H11IN3 (wB97M-V/def2-TZVPD).

Output
E = -658.6263 Ha
ΔE to the lowest compared entry with this formula, charge and spin = 6.380 eV
HOMO = -12.202 eV
orbital gap = 0.278 hartree
net charge = +1
strongest force on any atom = 0.1015 Eh/bohr

```
20
Properties=species:S:1:pos:R:3:forces:R:3:mulliken_charge:R:1
C 0.985 1.071 0.897 -0.53 2.55 0.15 -0.3204
C -0.502 0.588 -0.819 0.25 -0.29 -1.76 0.1431
C -2.778 -0.467 -0.016 -1.68 0.33 -4.93 -0.8080
C 2.645 -1.395 -0.180 -0.85 2.75 1.59 -0.6350
C -0.205 -0.631 -0.058 1.32 2.67 0.90 -0.4541
N 0.198 1.638 -0.235 -0.32 -0.13 -1.05 -0.3460
N -1.496 0.085 0.156 0.38 1.78 2.81 -0.0173
N 0.784 -0.337 0.861 2.38 -0.80 1.34 -0.4853
I 4.177 -0.051 0.018 -0.75 -0.90 -0.13 0.3202
H 0.742 1.807 1.771 -0.41 -2.35 -0.38 0.1942
H 1.992 1.425 0.813 1.43 -0.50 -0.42 -0.0294
H -0.667 0.466 -1.894 -0.55 0.70 0.48 0.4048
H -3.579 0.284 -0.185 0.74 0.02 0.50 0.3256
H -2.778 -0.972 -1.070 -0.03 0.13 2.19 0.3275
H -3.020 -1.051 0.796 -0.59 -1.73 1.46 0.3341
H 2.124 -1.539 -1.052 -0.68 0.59 -2.59 0.4097
H 2.502 -2.281 0.335 0.56 -1.32 2.00 0.4151
H -0.303 -1.602 -0.297 -0.47 -3.13 -1.31 0.6652
H 0.539 2.327 -0.885 0.42 0.01 0.22 0.2759
H -1.359 0.637 1.041 -0.62 -0.40 -1.05 0.2802
```
Positions in Å, forces in eV/Å.